No. 1
An isolated molecule of C14H12BrN3O4 in a non-equilibrium geometry, computed with ωB97M-V/def2-TZVPD.

The geometry in XYZ format:
```
34
Properties=species:S:1:pos:R:3:lowdin_charge:R:1
C -1.0161 -1.9733 -1.6406 -0.021
N 0.0830 -2.0217 -0.7103 0.008
C 0.0333 -1.1733 0.3855 -0.121
C -0.6989 0.1039 0.3050 -0.013
C -0.2206 1.2000 -0.4307 0.011
C -0.8863 2.5106 -0.4446 -0.214
C -0.3972 3.5306 -1.2669 -0.033
C -1.0110 4.7848 -1.2721 -0.109
C -2.0611 5.0615 -0.4005 -0.669
Br -2.9638 6.7519 -0.3363 0.721
C -2.4862 4.0882 0.4860 -0.133
C -1.9419 2.7993 0.4785 0.001
C 0.8037 -1.4964 1.4755 -0.036
N 0.8395 -0.7181 2.6445 -0.327
O -0.1968 -0.5750 3.3092 0.085
O 1.8732 -0.0944 2.9316 0.103
C 1.7694 -2.6087 1.3786 -0.343
O 2.4127 -2.9440 2.3804 0.086
N 1.8948 -3.3339 0.2236 0.024
C 2.9929 -4.2796 0.1194 0.015
C 1.0201 -3.0560 -0.8001 -0.406
O 1.0060 -3.8319 -1.7421 0.078
H -0.8495 -2.5594 -2.5586 0.101
H -1.9885 -2.3035 -1.2178 0.113
H -1.1660 -0.9354 -1.9952 0.093
H -1.6237 0.0776 0.8795 0.119
H 0.7244 1.1271 -0.9697 0.127
H 0.4025 3.3925 -1.9640 0.109
H -0.5800 5.5841 -1.8962 0.114
H -3.2735 4.3087 1.1757 0.092
H -2.3422 2.0771 1.2010 0.116
H 2.9663 -4.7810 -0.8433 0.091
H 2.9581 -5.0355 0.8955 0.098
H 3.9232 -3.6768 0.2191 0.118
```

Summary:
structure (SMILES) = Cn1c(/C=C/c2ccc(Br)cc2)c([N+](=O)[O-])c(=O)n(C)c1=O
2S+1 = 1
lowest unoccupied orbital energy = -0.027 Eh
M = 366.2 g mol⁻¹

No. 2
A cluster of 2 separate species, C2H10Si2 in total in a non-equilibrium geometry, computed with ωB97M-V/def2-TZVPD.

The geometry in XYZ format:
```
14
Properties=species:S:1:pos:R:3:lowdin_charge:R:1
C -0.9434 2.2041 1.3387 -0.330
Si -1.6079 1.6438 2.8375 0.655
H -0.5569 3.3056 1.4643 0.006
H -0.4080 1.6748 0.6435 -0.117
H -1.5926 0.2071 3.3772 -0.100
H -2.4523 2.5121 3.6524 -0.116
C 1.1209 -0.5094 -1.6768 -0.342
Si 0.7707 -2.3529 -1.8046 0.580
H 0.9458 -0.1605 -0.6154 0.010
H 2.3183 -0.3617 -1.7110 0.062
H 0.6503 0.2565 -2.2610 -0.003
H 1.7900 -3.1718 -1.1835 -0.091
H 0.4209 -2.8388 -3.0554 -0.126
H -0.4556 -2.4089 -1.0060 -0.089
```

Summary:
structure (SMILES) = C=[SiH2].C[SiH3]
2S+1 = 1
lowest unoccupied orbital energy = 0.007 Eh
energy above the lowest of the compared OMol25 structures with the same formula, charge and spin = 59.75 kcal/mol
M = 90.3 g mol⁻¹

No. 3
A cluster of 6 separate species, C6H26N2O5 in total in a non-equilibrium geometry, computed with ωB97M-V/def2-TZVPD.

The geometry in XYZ format:
```
39
Properties=species:S:1:pos:R:3:lowdin_charge:R:1
C -2.5970 -2.5392 -1.2083 -0.099
C -1.1638 -2.0965 -0.9219 -0.215
C -1.0419 -0.5951 -0.6284 -0.355
N -1.5726 -0.3386 0.7353 0.056
C 0.4576 -0.2243 -0.6298 -0.152
N 0.6112 1.2258 -0.9331 -0.289
C 1.1177 1.9624 0.2505 -0.072
C 1.4661 1.4482 -2.1011 -0.090
H -2.6595 -3.5605 -1.5463 0.067
H -3.0749 -1.9430 -1.9707 0.067
H -3.2669 -2.4177 -0.3597 0.065
H -0.7632 -2.6984 -0.1010 0.110
H -0.5000 -2.3588 -1.7588 0.113
H -1.5598 0.0017 -1.3903 0.132
H -2.5143 -0.6899 0.7963 0.081
H -1.6220 0.6638 0.9382 0.050
H 0.9933 -0.8016 -1.3891 0.119
H 0.9353 -0.4657 0.3404 0.111
H 0.4394 1.7897 1.0895 0.078
H 1.1592 3.0262 0.0298 0.089
H 2.1110 1.5906 0.5577 0.088
H 1.0678 0.9391 -2.9678 0.084
H 1.4709 2.5095 -2.3096 0.082
H 2.5266 1.0972 -1.9956 0.097
O -0.0211 -1.9870 2.4444 -0.083
H -0.2975 -1.7723 3.3467 0.066
H -0.5434 -1.3766 1.8630 0.009
O 2.6344 -1.7942 2.1312 -0.084
H 1.6479 -1.8214 2.2405 0.001
H 2.9126 -2.6980 2.3087 0.056
O -1.7027 2.9164 -1.3213 -0.069
H -0.9168 2.3223 -1.2388 0.014
H -2.3406 2.4787 -1.8929 0.058
O -2.3115 2.6046 1.3020 -0.087
H -1.9935 3.3512 1.8192 0.043
H -2.0617 2.7998 0.3731 -0.014
O 3.8799 -0.8276 -0.0858 -0.085
H 3.2451 -0.1416 -0.2975 -0.030
H 3.5367 -1.2203 0.7449 -0.014
```

Summary:
structure (SMILES) = CC[C@@H](N)CN(C)C.O.O.O.O.O
2S+1 = 1
lowest unoccupied orbital energy = 0.021 Eh
energy above the lowest of the compared OMol25 structures with the same formula, charge and spin = 5.14 kcal/mol
M = 206.3 g mol⁻¹